# 1
Computed, not measured: a molecular structure, C26H31F3IrN4O4S3, with ωB97M-V with the def2-TZVPD basis set.

Each line ends with the Löwdin charge.
Cartesian coordinates (Å):
1 Ir 0.17647 -1.50352 -0.26173  0.977
2 F 4.17761 1.68600 -1.02580  0.155
3 C 4.81038 0.61616 -0.53260  -0.601
4 F 5.93799 1.02500 0.04693  0.172
5 F 5.14256 -0.17326 -1.57224  0.141
6 C 3.93527 -0.14084 0.43397  -0.099
7 C 4.36706 -0.46142 1.70792  0.043
8 C 3.54707 -1.19292 2.56668  -0.009
9 C 2.30335 -1.58313 2.11916  -0.077
10 N 1.89968 -1.27139 0.88293  -0.150
11 C 2.66919 -0.56646 0.03768  -0.645
12 S 1.84194 -0.40573 -1.48961  0.713
13 H 5.34715 -0.13737 2.03296  0.140
14 H 3.87178 -1.44834 3.56447  0.123
15 H 1.60462 -2.14453 2.72408  0.125
16 C -2.93686 -0.97551 -0.17243  -0.013
17 C -1.79426 -1.44912 -1.01517  -0.467
18 O -1.79370 -1.66231 -2.17849  0.141
19 H -3.86659 -1.32890 -0.61265  0.112
20 H -2.90059 0.11365 -0.17452  0.078
21 H -2.83102 -1.30235 0.85613  0.076
22 N -2.99117 -5.34410 1.94182  0.196
23 C -1.88258 -4.42719 2.36912  -0.013
24 C -1.60187 -3.52272 1.15775  -0.662
25 O -0.64277 -2.71510 1.30653  -0.162
26 O -2.32776 -3.68244 0.17379  0.007
27 H -3.82049 -5.28242 2.52939  0.174
28 H -2.70786 -6.32127 1.89437  0.175
29 H -3.20483 -4.99307 0.97257  0.149
30 H -1.00159 -5.00505 2.63269  0.143
31 H -2.19760 -3.84143 3.22826  0.144
32 O -0.41249 0.41990 0.51059  -0.672
33 S -0.01887 1.81503 -0.03389  1.002
34 C -1.14071 2.16378 -1.40156  -0.267
35 C -0.75355 3.47984 -2.02497  -0.292
36 C -1.65759 4.53535 -2.05379  -0.046
37 C -1.29637 5.74930 -2.62164  -0.056
38 C -0.02728 5.91553 -3.15568  -0.061
39 C 0.87762 4.86331 -3.13379  -0.057
40 C 0.51606 3.64829 -2.57229  -0.050
41 C -0.65864 2.92440 1.24942  -0.244
42 C -2.10533 2.73872 1.60425  -0.278
43 C -3.03549 3.70832 1.24232  -0.042
44 C -4.37779 3.55318 1.56052  -0.054
45 C -4.80057 2.42570 2.24795  -0.066
46 C -3.87501 1.46360 2.63075  -0.075
47 C -2.53314 1.61810 2.31452  -0.060
48 H -2.16558 2.16064 -1.03060  0.096
49 H -0.99205 1.32176 -2.08404  0.101
50 H -2.65560 4.40018 -1.65377  0.109
51 H -2.00896 6.56285 -2.65247  0.114
52 H 0.25483 6.86246 -3.59608  0.114
53 H 1.86384 4.98723 -3.56056  0.113
54 H 1.22460 2.82606 -2.56432  0.103
55 H -0.45391 3.92157 0.85352  0.109
56 H 0.01278 2.75402 2.09212  0.108
57 H -2.70337 4.60116 0.72584  0.112
58 H -5.08919 4.32006 1.28423  0.115
59 H -5.84521 2.30740 2.50375  0.112
60 H -4.19951 0.60026 3.19837  0.106
61 H -1.80996 0.87769 2.63114  0.110
62 C 4.67780 -3.36281 -1.26605  -0.028
63 N 3.27094 -3.37006 -0.87790  -0.017
64 C 2.27601 -3.68441 -1.68605  -0.776
65 N 2.53510 -4.19049 -2.88393  0.161
66 S 0.60156 -3.56078 -1.23368  0.733
67 H 5.25069 -2.88135 -0.47854  0.094
68 H 4.81353 -2.78834 -2.18343  0.098
69 H 5.05679 -4.37720 -1.39713  0.102
70 H 3.01556 -3.06123 0.04482  0.104
71 H 3.46562 -4.44780 -3.17325  0.122
72 H 1.77224 -4.36015 -3.51867  0.118

The HOMO energy (alpha / beta) comes out at -13.377 / -13.364 eV. As for the charge: +2. Its gap between HOMO and LUMO (alpha / beta) is 8.28 / 6.46 eV. The lowest unoccupied orbital energy (alpha / beta) comes out at -5.10 / -6.90 eV. As for the electronic energy: -85101.3165 eV. Its spin multiplicity is 2. The max |F| comes out at 0.0146 Eh/bohr. The relative energy (zero: lowest compared OMol25 entry of this formula, charge and spin) is 0.000 eV.


# 2
Computed, not measured: 2 unconnected molecules or ions with the total composition C6H8FNO2 at a distorted geometry, with ωB97M-V with the def2-TZVPD basis set.

Each line ends with the Löwdin charge.
Cartesian coordinates (Å):
1 C 0.53706 -0.49750 1.86499  0.032
2 C -0.57060 0.00403 1.25667  -0.143
3 C -1.13193 -0.14393 -0.01528  -0.242
4 C -2.14064 0.86353 -0.59768  -0.032
5 N -0.59675 -0.95484 -0.96766  -0.254
6 O -1.11400 -0.97014 -2.09695  -0.045
7 O 0.15892 -2.10428 -0.61557  0.009
8 H 1.26258 -1.08873 1.30044  0.044
9 H 0.85534 -0.18586 2.84097  0.051
10 H -1.18714 0.60188 1.90335  0.095
11 H -2.87889 0.29708 -1.26016  0.097
12 H -1.53995 1.55347 -1.25617  0.096
13 H -2.65839 1.52143 0.19880  0.103
14 H 0.44313 -2.74016 -1.38176  0.180
15 C 2.73950 1.57272 0.00394  0.125
16 C 2.67153 0.46645 -0.51509  -0.201
17 F 2.44340 -0.63749 -1.18281  0.088
18 H 2.70683 2.44234 0.51997  -0.004

The SMILES is C=C/C(C)=[N+](/[O-])O.C#CF. The HOMO energy (alpha / beta) comes out at -7.983 / -7.986 eV. As for the charge: 0. Its gap between HOMO and LUMO (alpha / beta) is 8.05 / 8.05 eV. The lowest unoccupied orbital energy (alpha / beta) comes out at 0.07 / 0.07 eV. As for the electronic energy: -14646.2676 eV. Its spin multiplicity is 1. The max |F| comes out at 0.1116 Eh/bohr. The relative energy (zero: lowest compared OMol25 entry of this formula, charge and spin) is 8.002 eV.


# 3
Computed, not measured: 2 unconnected molecules or ions with the total composition C4H13N2O, with ωB97M-V with the def2-TZVPD basis set.

Each line ends with the Löwdin charge.
Cartesian coordinates (Å):
1 C -0.73056 1.14564 -0.16411  -0.380
2 C -1.65950 0.14607 0.50550  -0.353
3 C -2.01370 0.46653 1.95484  -0.554
4 N -0.44256 0.77437 -1.54753  -0.033
5 H 0.18326 1.25682 0.44565  0.084
6 H -1.22102 2.13153 -0.13111  0.069
7 H -1.21949 -0.85231 0.41880  0.079
8 H -2.59823 0.10824 -0.07131  0.066
9 H -2.52892 1.43182 2.06087  -0.062
10 H -1.12316 0.49070 2.59726  0.000
11 H -2.70018 -0.27955 2.38457  -0.060
12 H 0.11746 -0.08827 -1.65169  0.016
13 H 0.00515 1.53473 -2.03501  0.028
14 N 1.98794 -1.16397 -1.60985  -0.060
15 C 2.27364 -1.03854 -0.10710  -0.653
16 O 3.27410 -1.76286 0.34253  -0.369
17 H 1.86660 -2.16821 -1.72595  0.025
18 H 2.87981 -0.93794 -2.04397  0.020
19 H 2.37422 0.08006 0.03184  0.068
20 H 1.27513 -1.27487 0.34578  0.069

The HOMO energy (alpha / beta) comes out at 4.057 / -0.347 eV. As for the charge: -2. Its gap between HOMO and LUMO (alpha / beta) is 2.72 / 7.11 eV. The lowest unoccupied orbital energy (alpha / beta) comes out at 6.78 / 6.77 eV. As for the electronic energy: -9382.3504 eV. Its spin multiplicity is 2. The max |F| comes out at 0.0176 Eh/bohr. The relative energy (zero: lowest compared OMol25 entry of this formula, charge and spin) is 0.000 eV.


# 4
Computed, not measured: 2 unconnected molecules or ions with the total composition C6H10N3S at a distorted geometry, with ωB97M-V with the def2-TZVPD basis set.

Each line ends with the Löwdin charge.
Cartesian coordinates (Å):
1 C 2.95496 0.96092 -0.48038  -0.135
2 C 1.82999 0.10131 -0.51256  -0.063
3 C 2.59097 2.24336 -0.83007  -0.370
4 C 0.59394 0.69587 -0.87140  -0.576
5 C -1.21006 -1.34988 1.30865  -0.130
6 C -1.66969 1.05848 -1.22862  -0.135
7 N -1.95092 -1.47611 2.38571  0.108
8 N -0.59195 0.26541 -0.68506  -0.017
9 N -0.74740 -2.46066 0.75608  0.109
10 S 0.94868 2.42058 -1.24406  1.079
11 H 3.93646 0.53465 -0.33897  0.118
12 H 1.91743 -0.89509 -0.02608  0.125
13 H 3.15521 3.11307 -0.47787  0.096
14 H -2.72539 0.75829 -0.89693  0.114
15 H -1.61184 2.05677 -1.03697  0.010
16 H -1.60231 0.97862 -2.35180  0.121
17 H -2.51979 -0.71834 2.92189  0.182
18 H -1.94718 -2.41398 2.78679  0.118
19 H -1.08731 -3.41615 0.96886  0.138
20 H -0.26380 -2.45710 -0.14722  0.110

The HOMO energy (alpha / beta) comes out at -13.082 / -11.175 eV. As for the charge: +1. Its gap between HOMO and LUMO (alpha / beta) is 8.14 / 4.95 eV. The lowest unoccupied orbital energy (alpha / beta) comes out at -4.94 / -6.23 eV. As for the electronic energy: -21679.0620 eV. Its spin multiplicity is 1. The max |F| comes out at 0.0701 Eh/bohr. The relative energy (zero: lowest compared OMol25 entry of this formula, charge and spin) is 3.894 eV.


# 5
Computed, not measured: 2 unconnected molecules or ions with the total composition C21H17BCl4NO5 at a distorted geometry, with ωB97M-V with the def2-TZVPD basis set.

Each line ends with the Löwdin charge.
Cartesian coordinates (Å):
1 Cl 2.57886 2.53198 -3.56487  0.472
2 B 1.94937 0.77647 -3.67383  -1.798
3 Cl 0.97555 0.54425 -5.23432  0.536
4 Cl 3.35729 -0.44210 -3.50329  0.484
5 O 1.05331 0.61423 -2.37559  -0.072
6 C -0.09565 0.08151 -2.26986  -0.064
7 C -1.26329 0.40272 -3.04260  -0.214
8 C -2.08092 -0.70839 -3.34367  -0.007
9 C -3.26302 -0.53685 -4.04984  -0.089
10 C -3.70913 0.75540 -4.36985  -0.666
11 Cl -5.24098 0.95864 -5.11726  0.693
12 C -2.90199 1.86997 -4.09351  -0.072
13 C -1.66947 1.69962 -3.45151  0.022
14 H -0.22228 -0.74841 -1.56030  0.147
15 H -1.71726 -1.69883 -3.04385  0.132
16 H -3.85069 -1.36713 -4.42049  0.103
17 H -3.23880 2.84419 -4.45594  0.111
18 H -0.98762 2.53256 -3.26850  0.138
19 C -1.44095 0.00850 3.16605  0.013
20 C -1.21202 1.52180 3.14705  -0.536
21 C -2.34003 2.27996 3.86288  0.004
22 O 0.00422 1.85295 3.84333  0.051
23 C 1.14186 1.41104 3.20463  -0.469
24 O 2.14945 1.23837 3.87102  0.043
25 C 1.04589 1.18649 1.78379  -0.136
26 C 2.18389 0.64412 1.06548  -0.100
27 C 2.23967 -0.88225 1.15448  -0.159
28 C 1.85319 -1.65062 0.05581  -0.017
29 C 1.87569 -3.04010 0.13468  -0.026
30 C 2.30990 -3.67178 1.30579  -0.262
31 C 2.31747 -5.09686 1.36166  -0.201
32 N 2.30695 -6.26713 1.37631  0.123
33 C 2.70831 -2.90790 2.40788  -0.022
34 C 2.64219 -1.51197 2.33635  -0.005
35 C -0.07961 1.68360 1.04512  -0.447
36 O -0.12008 1.82576 -0.16611  0.044
37 O -1.17974 2.03588 1.79884  0.051
38 H -0.60697 -0.52617 2.68821  0.087
39 H -1.53030 -0.31022 4.20954  0.092
40 H -2.38717 -0.20283 2.65548  0.091
41 H -2.11310 3.35530 3.92243  0.093
42 H -3.26224 2.11677 3.29775  0.087
43 H -2.42138 1.87945 4.87631  0.085
44 H 2.00226 0.89795 0.01971  0.107
45 H 3.09122 1.08621 1.49451  0.133
46 H 1.57747 -1.14609 -0.87389  0.077
47 H 1.57620 -3.64000 -0.72043  0.114
48 H 3.06760 -3.38748 3.32270  0.117
49 H 2.92690 -0.89259 3.19174  0.112

The HOMO energy comes out at -4.431 eV. As for the charge: -1. Its gap between HOMO and LUMO is 4.89 eV. The lowest unoccupied orbital energy comes out at 0.46 eV. As for the electronic energy: -84552.5972 eV. Its spin multiplicity is 1. The max |F| comes out at 0.0542 Eh/bohr. The relative energy (zero: lowest compared OMol25 entry of this formula, charge and spin) is 0.782 eV.